[1]
{
  "formula": "C43H46ClN2O2ScSi2",
  "method": "ωB97M-V/def2-TZVPD",
  "species": ["Sc", "Cl", "C", "C", "C", "C", "O", "C", "C", "N", "C", "C", "C", "C", "C", "C", "C", "C", "N", "C", "C", "H", "H", "H", "H", "H", "H", "H", "H", "H", "H", "C", "Si", "C", "C", "C", "C", "C", "C", "C", "C", "H", "H", "H", "H", "H", "H", "H", "H", "H", "H", "H", "H", "H", "H", "H", "H", "H", "H", "H", "H", "H", "O", "Si", "C", "C", "C", "C", "C", "C", "C", "C", "C", "C", "C", "C", "C", "C", "C", "C", "C", "C", "H", "H", "H", "H", "H", "H", "H", "H", "H", "H", "H", "H", "H", "H", "H"],
  "positions_angstrom": [[-0.46818, 0.18958, -0.44919], [-5.86490, -1.84451, 4.20006], [-4.65808, -1.62726, 2.96670], [-4.92920, -2.03329, 1.66084], [-3.99127, -1.85201, 0.66942], [-2.75656, -1.24184, 0.95014], [-1.86139, -1.11376, 0.00119], [-2.50358, -0.81307, 2.27684], [-1.27284, -0.17614, 2.67734], [-0.34083, 0.21650, 1.88370], [0.81247, 0.83555, 2.39578], [0.91117, 1.54375, 3.56522], [2.14858, 2.09244, 3.96102], [3.27040, 1.92025, 3.20022], [3.19232, 1.21976, 1.97262], [4.30460, 0.98804, 1.12990], [4.13303, 0.31538, -0.04329], [2.83170, -0.07875, -0.41853], [1.77508, 0.11798, 0.33518], [1.94971, 0.71864, 1.55160], [-3.46264, -1.03164, 3.27624], [-5.87972, -2.49729, 1.43541], [-4.17798, -2.17955, -0.34311], [-1.15516, -0.04660, 3.75714], [0.03911, 1.70142, 4.18488], [2.20111, 2.65350, 4.88384], [4.22238, 2.32661, 3.51355], [5.28068, 1.34646, 1.43126], [4.95829, 0.11165, -0.70889], [2.65222, -0.54701, -1.37647], [-3.26477, -0.70297, 4.28801], [1.69303, -1.55777, -3.46874], [0.29128, -0.28204, -3.12194], [0.89594, 1.31152, -4.05895], [1.52433, 1.01710, -5.42341], [1.97020, 1.98888, -3.19436], [-0.24374, 2.31384, -4.23135], [-1.24664, -1.08695, -3.99471], [-2.54084, -0.34261, -3.66312], [-1.12520, -1.18086, -5.51812], [-1.37526, -2.51020, -3.43202], [1.58652, -1.97698, -4.47253], [1.68251, -2.39447, -2.76818], [2.69177, -1.10950, -3.43920], [2.34291, 0.30026, -5.34514], [1.93877, 1.93513, -5.85526], [0.80150, 0.61735, -6.13789], [2.85558, 1.35774, -3.06902], [1.59081, 2.24926, -2.20144], [2.30404, 2.91891, -3.66775], [-1.04459, 1.92237, -4.85898], [0.11841, 3.23379, -4.70230], [-0.67607, 2.59181, -3.26698], [-2.55948, 0.65503, -4.10372], [-2.69761, -0.23712, -2.58324], [-3.40675, -0.88657, -4.05756], [-1.15258, -0.19522, -5.98796], [-1.95983, -1.75926, -5.93074], [-0.20448, -1.67547, -5.83146], [-1.44667, -2.51215, -2.34096], [-0.53205, -3.14263, -3.71648], [-2.28585, -2.98076, -3.81815], [-1.22600, 1.93400, -0.29190], [-2.12122, 3.17958, 0.25381], [-0.89436, 4.50154, 0.79085], [-1.28413, 5.66666, 1.45424], [-0.35381, 6.60165, 1.88012], [0.99835, 6.38574, 1.65499], [1.40975, 5.23731, 0.99801], [0.46923, 4.30968, 0.57015], [-3.32250, 3.76774, -1.04736], [-3.36859, 3.16315, -2.29970], [-4.27061, 3.57965, -3.26898], [-5.14449, 4.61951, -2.99663], [-5.11763, 5.23437, -1.75082], [-4.21834, 4.80687, -0.78827], [-3.11628, 2.70774, 1.78159], [-4.39812, 2.16567, 1.65551], [-5.13882, 1.79786, 2.76798], [-4.60798, 1.96225, 4.03847], [-3.33308, 2.48434, 4.18928], [-2.59809, 2.85484, 3.06909], [-2.33367, 5.84621, 1.65818], [-0.68217, 7.49803, 2.39083], [1.72731, 7.11237, 1.99048], [2.46308, 5.06438, 0.81442], [0.80031, 3.41829, 0.04840], [-2.69043, 2.35138, -2.52023], [-4.29076, 3.08943, -4.23430], [-5.84888, 4.95073, -3.74926], [-5.80176, 6.04443, -1.53161], [-4.22626, 5.28941, 0.18264], [-4.83240, 2.04371, 0.66950], [-6.13013, 1.38046, 2.64802], [-5.18680, 1.67434, 4.90706], [-2.91907, 2.62495, 5.18023], [-1.61214, 3.28652, 3.20173]],
  "lumo_energy_ev": -1.0,
  "e_tot_ha": -3726.3282,
  "homo_lumo_gap_ev": 6.13,
  "e_above_lowest_kj_mol": 0.0,
  "largest_force_ev_per_a": 0.46,
  "homo_energy_ev": -7.11
}

=====

[2]
{
  "formula": "C43H46CsF10IN12O6S2",
  "method": "ωB97M-V/def2-TZVPD",
  "species": ["Cs", "C", "C", "C", "C", "C", "N", "C", "C", "C", "N", "C", "C", "C", "C", "C", "C", "C", "C", "N", "C", "C", "C", "N", "C", "C", "C", "C", "O", "C", "O", "H", "H", "H", "H", "H", "H", "H", "H", "H", "H", "H", "H", "H", "H", "H", "H", "H", "H", "H", "H", "H", "H", "H", "H", "H", "H", "H", "H", "C", "C", "N", "C", "C", "C", "C", "N", "C", "C", "F", "C", "F", "C", "C", "F", "C", "F", "H", "H", "H", "H", "H", "H", "H", "H", "H", "H", "H", "H", "H", "H", "H", "F", "C", "F", "F", "S", "O", "O", "N", "S", "O", "O", "C", "F", "F", "F", "I", "C", "C", "N", "N", "C", "H", "H", "H", "N", "C", "N", "C", "N"],
  "positions_angstrom": [[0.81334, 0.24653, -0.12701], [3.91779, -6.13130, 2.63729], [2.83473, -5.13682, 2.30568], [2.03084, -4.58142, 3.27637], [1.05898, -3.62243, 2.97429], [0.36724, -2.97729, 4.08372], [-0.60732, -2.17435, 3.95008], [-1.09375, -1.48995, 5.14569], [-1.84146, -0.23622, 4.71933], [-3.21130, -0.60773, 4.15380], [-3.67599, 0.36814, 3.16547], [-3.64123, 0.11684, 1.84635], [-3.85028, -1.07288, 1.20434], [-4.50692, -2.21685, 1.77830], [-4.74366, -3.33173, 1.06082], [-5.48893, -4.51378, 1.61570], [-4.25278, -3.38613, -0.29681], [-3.60780, -2.37213, -0.91079], [-3.04453, -2.60509, -2.25709], [-1.97312, -2.07651, -2.64205], [-1.42297, -2.46217, -3.92204], [-0.12559, -3.22700, -3.70416], [0.86632, -2.50076, -2.77883], [0.68327, -2.90726, -1.39606], [1.70614, -3.30040, -0.77393], [1.70897, -3.74245, 0.63960], [2.65959, -4.67999, 1.00062], [0.88414, -3.20408, 1.64304], [-0.01586, -2.26247, 1.32986], [-3.41886, -1.07866, -0.21011], [-2.93771, -0.09271, -0.74745], [3.85504, -6.44450, 3.68064], [4.90764, -5.69538, 2.47933], [3.84826, -7.02662, 2.01460], [2.17064, -4.85897, 4.31793], [0.79342, -3.18163, 5.07449], [-0.42248, -1.93694, 2.16841], [-0.26048, -1.23548, 5.80581], [-1.76982, -2.15632, 5.69654], [-1.25550, 0.24796, 3.93552], [-1.92770, 0.46873, 5.55000], [-3.94442, -0.72515, 4.95585], [-3.11781, -1.56427, 3.64676], [-3.45019, 1.32414, 3.39829], [-3.39726, 0.96326, 1.21501], [-4.89002, -2.15167, 2.79166], [-5.75831, -4.35283, 2.66104], [-4.88102, -5.42185, 1.56191], [-6.40909, -4.70818, 1.05599], [-4.39120, -4.31486, -0.84759], [-3.58589, -3.33743, -2.88057], [-1.20069, -1.56022, -4.47339], [-2.12572, -3.06847, -4.51750], [0.33323, -3.39079, -4.68367], [-0.34113, -4.21179, -3.27842], [0.67429, -1.42379, -2.83737], [1.90105, -2.66657, -3.10726], [2.69235, -3.34534, -1.25447], [3.32199, -5.04849, 0.22210], [-0.13256, 6.54643, -0.64165], [-0.67875, 5.46923, 0.28377], [-1.07538, 4.27282, -0.42003], [-1.06917, 3.08800, 0.44140], [-2.02209, 3.15492, 1.63438], [-2.24751, 4.42225, -1.28204], [-1.88126, 4.50520, -2.76732], [-1.36376, 3.23646, -3.19284], [-1.10111, 3.01219, -4.44742], [-0.60289, 1.71875, -4.81132], [-0.43577, 0.81447, -3.80888], [-0.26541, 1.34318, -6.07978], [0.23629, 0.07684, -6.24673], [-0.38063, 2.18122, -7.18194], [-0.85396, 3.44897, -6.87716], [-0.98049, 4.34471, -7.89276], [-1.18630, 3.86219, -5.61324], [-1.58043, 5.15976, -5.46050], [0.23577, 7.39416, -0.05574], [-0.90112, 6.91760, -1.32476], [0.68767, 6.14674, -1.24062], [-1.51272, 5.90392, 0.87245], [0.09604, 5.18595, 1.00143], [-0.05533, 2.94876, 0.82319], [-1.31464, 2.22072, -0.19150], [-1.79369, 4.01062, 2.27607], [-1.89395, 2.25164, 2.23814], [-3.06783, 3.23549, 1.31621], [-2.85853, 5.28634, -0.97821], [-2.87221, 3.52968, -1.17536], [-1.13229, 5.29958, -2.89520], [-2.77037, 4.81977, -3.33066], [-0.12624, 1.87279, -8.18403], [5.19964, 2.29847, 0.69919], [4.52545, 3.14147, 1.45744], [4.47542, 4.33173, 0.84940], [5.14080, 3.29035, 2.62698], [2.78965, 2.57826, 1.68671], [2.35390, 2.17668, 0.37260], [2.10422, 3.68274, 2.30728], [3.03249, 1.35619, 2.67420], [1.78656, 0.66049, 3.31173], [2.15488, -0.53620, 4.00214], [0.64594, 0.62739, 2.41761], [1.23614, 1.79414, 4.69645], [0.77770, 1.05419, 5.72307], [0.24348, 2.59721, 4.31382], [2.24203, 2.53468, 5.15036], [6.57273, 0.20660, -4.42309], [4.56559, 0.30076, -3.97627], [3.51042, 0.08538, -4.83136], [2.40045, 0.23830, -4.09070], [2.65853, 0.55257, -2.81666], [3.97927, 0.58942, -2.72587], [3.46607, -0.15315, -5.88104], [1.43763, 0.21030, -4.38920], [4.45801, 0.79638, -1.78014], [7.56525, 0.17076, 1.15214], [6.63812, -0.53245, 1.16512], [5.67352, -1.44366, 1.21175], [4.46906, -1.14921, 0.77062], [3.35724, -1.05867, 0.42269]],
  "lumo_energy_ev": 3.2,
  "e_tot_ha": -4887.5589,
  "homo_lumo_gap_ev": 4.92,
  "e_above_lowest_kj_mol": 0.0,
  "largest_force_ev_per_a": 3.47,
  "homo_energy_ev": -1.73,
  "total_charge": -2
}